C23H39BINO15 | wB97M-V/def2-TZVPD

As for the SMILES: C[C@@H](O)CNCCOBCC(=O)I.C[C@@H]1COC(=O)O1.C[C@@H]1COC(=O)O1.C[C@@H]1COC(=O)O1.C[C@@H]1COC(=O)O1. As for the HOMO energy: -0.3310 hartree. The multiplicity is 1.

Atoms and positions in Å:
C: 3.906 0.376 1.705
C: 3.266 -1.041 1.282
O: 3.936 -2.066 2.057
C: 1.678 -0.937 1.592
N: 0.990 -2.254 1.498
C: -0.431 -2.174 2.024
C: -1.373 -2.580 0.796
O: -2.689 -3.070 1.161
B: -3.266 -2.352 2.261
C: -3.903 -0.860 2.217
C: -3.293 0.106 1.107
O: -2.367 0.876 1.454
I: -4.105 0.072 -0.934
H: 4.872 0.241 2.301
H: 3.136 0.962 2.321
H: 4.171 0.947 0.756
H: 3.491 -1.220 0.181
H: 3.436 -2.230 2.902
H: 1.518 -0.424 2.605
H: 1.260 -0.247 0.763
H: 1.518 -2.917 2.088
H: -0.607 -1.093 2.397
H: -0.457 -2.929 2.898
H: -1.386 -1.723 0.030
H: -0.842 -3.454 0.260
H: -3.294 -2.920 3.313
H: -3.699 -0.386 3.251
H: -5.053 -0.969 2.154
C: 1.141 3.128 -3.213
C: 2.093 1.956 -3.295
C: 1.604 0.722 -2.595
O: 2.823 0.056 -2.279
C: 3.775 1.024 -2.159
O: 4.878 0.842 -1.723
O: 3.307 2.228 -2.596
H: 1.627 4.039 -3.573
H: 0.245 2.947 -3.810
H: 0.840 3.322 -2.180
H: 2.348 1.753 -4.341
H: 0.975 0.099 -3.232
H: 1.072 0.931 -1.661
C: 6.345 -4.370 6.475
C: 5.672 -3.068 6.101
C: 5.328 -2.198 7.275
O: 4.234 -1.437 6.772
C: 3.631 -2.206 5.823
O: 2.570 -1.955 5.318
O: 4.389 -3.298 5.523
H: 6.400 -5.033 5.609
H: 7.356 -4.194 6.849
H: 5.776 -4.903 7.242
H: 6.279 -2.530 5.365
H: 6.152 -1.546 7.570
H: 4.985 -2.759 8.149
C: 0.825 8.196 -6.207
C: 1.178 6.762 -5.880
C: 2.180 6.150 -6.815
O: 1.874 4.763 -6.712
C: 0.553 4.678 -6.386
O: -0.084 3.666 -6.396
O: 0.054 5.902 -6.051
H: -0.034 8.522 -5.615
H: 1.666 8.863 -6.004
H: 0.540 8.303 -7.258
H: 1.502 6.685 -4.835
H: 3.210 6.345 -6.513
H: 2.048 6.456 -7.857
C: -7.059 -2.837 -0.216
C: -8.452 -3.128 -0.729
C: -8.808 -2.389 -1.986
O: -10.227 -2.321 -1.901
C: -10.539 -2.346 -0.573
O: -11.626 -2.125 -0.128
O: -9.444 -2.655 0.180
H: -6.927 -3.252 0.787
H: -6.301 -3.265 -0.876
H: -6.883 -1.761 -0.135
H: -8.592 -4.209 -0.843
H: -8.497 -2.920 -2.887
H: -8.415 -1.368 -2.018

Here are the Mulliken charges for atoms 1 to 6, given in e: -1.031 0.961 -0.590 -1.120 -0.257 -0.340

***

C23H39Br15O12S2 | wB97M-V/def2-TZVPD

As for the HOMO energy: -0.3484 hartree. The multiplicity is 1.

Atoms and positions in Å:
O: 24.541 3.833 -26.305
C: 24.206 2.655 -26.108
O: 24.909 1.973 -25.231
C: 24.351 0.639 -25.186
C: 22.888 0.735 -25.552
C: 23.008 1.817 -26.635
H: 24.587 0.287 -24.182
H: 24.971 0.009 -25.824
H: 22.239 0.900 -24.692
H: 22.554 -0.167 -26.065
H: 22.021 2.270 -26.726
H: 23.244 1.318 -27.575
O: 28.321 4.881 -14.611
C: 27.734 5.511 -15.410
O: 27.340 6.804 -15.160
C: 26.588 7.304 -16.237
C: 26.574 6.178 -17.333
C: 27.210 4.977 -16.679
H: 27.096 8.169 -16.663
H: 25.595 7.631 -15.926
H: 27.169 6.406 -18.218
H: 25.594 5.936 -17.746
H: 27.937 4.375 -17.224
H: 26.549 4.150 -16.419
O: 26.384 -1.075 -22.482
C: 26.492 -1.282 -21.258
O: 26.685 -0.243 -20.459
C: 26.306 -0.432 -19.077
C: 25.612 -1.836 -19.134
C: 26.177 -2.508 -20.447
H: 25.553 0.298 -18.782
H: 27.139 -0.289 -18.389
H: 24.545 -1.696 -19.307
H: 25.887 -2.405 -18.246
H: 25.440 -3.057 -21.033
H: 27.108 -3.074 -20.419
O: 24.204 2.693 -19.884
S: 22.892 3.062 -20.395
O: 21.679 3.238 -19.534
O: 23.067 4.133 -21.618
C: 24.258 4.166 -22.363
C: 24.903 5.361 -21.653
C: 22.456 1.668 -21.496
H: 24.058 4.385 -23.412
H: 24.857 3.264 -22.238
H: 25.944 5.440 -21.966
H: 24.770 5.360 -20.571
H: 24.457 6.313 -21.940
H: 22.442 0.860 -20.764
H: 23.246 1.827 -22.230
H: 21.420 1.738 -21.828
O: 21.377 -1.133 -23.233
S: 22.363 -2.046 -22.628
O: 23.192 -1.354 -21.587
O: 21.640 -3.447 -22.005
C: 20.255 -3.701 -22.179
C: 19.898 -5.226 -21.896
C: 23.516 -2.857 -23.849
H: 19.840 -3.373 -23.132
H: 19.741 -3.157 -21.386
H: 19.681 -5.714 -22.846
H: 19.073 -5.166 -21.186
H: 20.755 -5.697 -21.415
H: 23.278 -3.920 -23.869
H: 24.555 -2.761 -23.533
H: 23.291 -2.433 -24.827
C: 20.490 6.286 -23.432
Br: 19.850 4.980 -22.033
Br: 21.886 5.370 -24.610
Br: 21.094 8.111 -22.853
H: 19.589 6.399 -24.034
C: 29.558 6.508 -24.557
Br: 30.868 5.491 -23.606
Br: 29.867 8.480 -24.609
Br: 27.733 6.123 -23.845
H: 29.494 6.110 -25.570
C: 22.927 7.277 -18.726
Br: 21.363 8.479 -18.903
Br: 22.716 6.487 -16.900
Br: 24.519 8.474 -18.747
H: 23.004 6.638 -19.606
C: 18.331 1.789 -23.189
Br: 17.036 0.726 -24.272
Br: 20.047 2.278 -24.032
Br: 18.868 0.537 -21.773
H: 17.959 2.724 -22.772
C: 28.225 3.975 -20.092
Br: 27.971 3.524 -22.035
Br: 29.789 5.101 -20.038
Br: 28.085 2.430 -18.924
H: 27.352 4.598 -19.897

Here are the Mulliken charges for atoms 1 to 6, given in e: -0.680 0.571 -0.226 -0.281 0.663 -0.640

***

C23H39BrNO12S2 | wB97M-V/def2-TZVPD

The charge is -1. As for the HOMO energy: -0.1921 hartree. The multiplicity is 1.

Atoms and positions in Å:
C: 2.724 1.142 0.441
C: 3.977 1.558 -0.401
C: 4.426 3.041 -0.245
C: 5.464 3.376 -1.378
S: 3.098 4.288 -0.430
O: 2.454 4.245 -1.784
O: 3.807 5.606 -0.292
N: 2.045 4.114 0.877
S: 0.675 5.068 0.708
O: 0.926 6.462 0.276
O: 0.021 5.092 2.062
C: -0.616 4.250 -0.377
Br: -0.730 5.356 -2.034
C: -0.232 2.789 -0.673
C: -1.414 1.909 -1.223
H: 1.825 1.216 -0.196
H: 2.602 1.721 1.372
H: 2.810 0.071 0.729
H: 3.857 1.259 -1.459
H: 4.822 0.939 -0.016
H: 4.917 3.186 0.732
H: 5.962 2.457 -1.742
H: 4.947 3.837 -2.247
H: 6.170 4.130 -0.994
H: -1.590 4.356 0.128
H: 0.127 2.336 0.275
H: 0.605 2.696 -1.389
H: -1.283 0.884 -0.808
H: -2.418 2.333 -1.038
H: -1.255 1.812 -2.319
O: -0.522 -0.784 -0.407
C: -1.307 -1.602 -0.018
O: -2.273 -2.139 -0.803
C: -3.114 -2.995 -0.011
C: -2.275 -3.379 1.191
C: -1.412 -2.143 1.385
H: -4.009 -2.436 0.271
H: -3.410 -3.862 -0.601
H: -2.868 -3.643 2.063
H: -1.647 -4.227 0.944
H: -1.903 -1.398 2.016
H: -0.429 -2.389 1.781
O: -3.508 -0.383 3.744
C: -4.468 -0.138 3.075
O: -4.932 -0.968 2.107
C: -6.025 -0.341 1.416
C: -6.560 0.700 2.380
C: -5.304 1.116 3.133
H: -5.643 0.104 0.493
H: -6.772 -1.092 1.162
H: -7.070 1.524 1.883
H: -7.266 0.235 3.073
H: -4.769 1.920 2.624
H: -5.518 1.393 4.162
O: 4.391 0.321 -3.183
C: 3.919 0.630 -4.237
O: 3.993 -0.144 -5.351
C: 3.425 0.563 -6.464
C: 2.503 1.599 -5.852
C: 3.207 1.924 -4.544
H: 4.238 1.017 -7.038
H: 2.891 -0.139 -7.105
H: 2.342 2.465 -6.493
H: 1.529 1.151 -5.642
H: 3.949 2.715 -4.664
H: 2.505 2.181 -3.753
O: -2.108 -7.169 1.520
C: -1.332 -6.787 2.346
O: -1.158 -5.478 2.656
C: -0.081 -5.345 3.600
C: 0.034 -6.702 4.267
C: -0.386 -7.645 3.150
H: 0.827 -5.071 3.055
H: -0.317 -4.555 4.311
H: 1.028 -6.902 4.665
H: -0.679 -6.770 5.092
H: 0.457 -7.930 2.518
H: -0.891 -8.529 3.531

Here are the Mulliken charges for atoms 1 to 6, given in e: -0.934 -0.065 0.200 -1.206 1.120 -0.606

***

C23H39F3N4O5PSi | wB97M-V/def2-TZVPD

The charge is +1. As for the HOMO energy: -0.4181 hartree. The multiplicity is 1.

Atoms and positions in Å:
C: 6.485 3.339 0.916
Si: 5.497 1.754 0.817
C: 5.551 0.918 2.514
C: 3.715 2.088 0.295
C: 2.817 2.562 1.446
C: 1.373 2.164 1.287
F: 0.585 2.888 2.156
F: 0.934 2.434 0.010
C: 1.051 0.682 1.561
N: 2.122 -0.041 1.779
N: 1.950 -1.321 2.043
C: 0.794 -1.971 2.151
C: 0.845 -3.428 2.490
C: 1.716 -3.809 3.694
F: 0.874 -4.053 4.770
C: -0.381 -1.224 1.901
N: -1.656 -1.833 1.965
C: -0.277 0.123 1.574
C: -1.472 0.977 1.261
C: -2.599 0.400 0.378
O: -3.393 1.499 -0.021
C: -2.044 -0.311 -0.884
N: -2.322 0.372 -2.137
C: 6.318 0.603 -0.410
C: 7.695 0.407 -0.314
C: 8.352 -0.455 -1.171
C: 7.643 -1.138 -2.145
C: 6.278 -0.956 -2.264
C: 5.628 -0.093 -1.402
H: 7.306 3.179 1.620
H: 5.906 4.182 1.297
H: 6.923 3.615 -0.043
H: 5.979 1.577 3.269
H: 6.190 0.036 2.442
H: 4.569 0.584 2.853
H: 3.288 1.214 -0.199
H: 3.738 2.868 -0.470
H: 3.146 2.195 2.418
H: 2.809 3.652 1.509
H: 2.824 -1.814 2.187
H: -0.162 -3.772 2.712
H: 1.180 -3.967 1.599
H: 2.397 -3.010 3.998
H: 2.300 -4.706 3.494
H: -2.031 -1.879 2.905
H: -1.694 -2.748 1.538
H: -1.143 1.873 0.750
H: -1.889 1.311 2.217
H: -3.202 -0.312 0.942
H: -3.963 1.753 0.713
H: -0.963 -0.436 -0.774
H: -2.475 -1.315 -0.892
H: -1.482 0.583 -2.653
H: -2.917 -0.175 -2.741
H: 8.266 0.940 0.438
H: 9.421 -0.598 -1.091
H: 8.160 -1.808 -2.818
H: 5.728 -1.479 -3.035
H: 4.560 0.053 -1.518
C: -9.774 -0.421 -4.712
O: -9.152 0.268 -3.611
P: -7.669 -0.136 -3.252
O: -6.727 -0.317 -4.351
O: -7.780 -1.467 -2.381
C: -8.740 -1.532 -1.320
O: -7.357 1.022 -2.220
C: -5.983 1.179 -1.825
H: -10.844 -0.273 -4.605
H: -9.428 0.001 -5.652
H: -9.546 -1.488 -4.688
H: -9.689 -1.907 -1.702
H: -8.895 -0.555 -0.863
H: -8.351 -2.224 -0.577
H: -5.359 0.386 -2.233
H: -5.934 1.157 -0.740
H: -5.619 2.134 -2.193

Here are the Mulliken charges for atoms 1 to 6, given in e: -1.201 0.376 -1.251 -0.661 -1.451 1.776

***

In order of appearance, LUMO energy = -0.09, -0.80, 1.85, -4.67 eV.